{"formula": "C3H11NS", "method": "the ωB97M-V functional and the def2-TZVPD basis", "homo_lumo_gap_ev": 9.38, "lumo_energy_ha": 0.0290, "total_charge": 0, "smiles": "CSC.CN", "species": ["C", "N", "H", "H", "H", "H", "H", "C", "S", "C", "H", "H", "H", "H", "H", "H"], "xyz": [[3.62739, 0.56470, -1.12507], [2.83428, -0.39983, -1.92743], [4.50689, 1.00969, -1.61185], [3.99992, 0.08766, -0.22330], [3.01656, 1.47092, -1.00864], [2.28159, -0.88698, -1.26475], [2.32224, 0.20441, -2.55125], [-1.65549, 0.03650, -0.71056], [-1.94450, 0.46969, 1.02945], [-1.33816, -0.99165, 1.92767], [-2.24904, -0.84466, -0.91712], [-0.63181, 0.02859, -1.06574], [-2.23286, 0.85913, -1.14386], [-1.60054, -0.83813, 2.97289], [-1.92814, -1.85328, 1.62899], [-0.26584, -1.01243, 1.77665]]}



{"formula": "C3H11NS", "method": "the ωB97M-V functional and the def2-TZVPD basis", "homo_lumo_gap_ev": 9.12, "lumo_energy_ha": 0.0362, "total_charge": 0, "species": ["N", "C", "H", "H", "H", "H", "H", "S", "C", "C", "H", "H", "H", "H", "H", "H"], "xyz": [[-0.50549, 0.00762, -1.07500], [0.50088, 0.81610, -1.77221], [-0.79226, 0.47165, -0.20603], [-1.35310, -0.07330, -1.64745], [1.39316, 0.88905, -1.12791], [0.16728, 1.83586, -2.02795], [0.78048, 0.29373, -2.70256], [-0.30886, 0.66911, 1.44695], [-1.31371, -0.82448, 1.41234], [1.25772, -0.06414, 0.94703], [-2.34209, -0.55127, 1.70285], [-0.93698, -1.58074, 2.12139], [-1.33969, -1.27001, 0.40366], [1.59016, -0.83350, 1.66410], [1.18745, -0.52277, -0.05363], [2.01506, 0.73709, 0.91442]]}



{"formula": "C3H11NS", "method": "the ωB97M-V functional and the def2-TZVPD basis", "s2": 0.753, "homo_lumo_gap_ev": [8.10, 3.63], "lumo_energy_ha": [-0.1592, -0.3231], "total_charge": 1, "multiplicity": 2, "species": ["C", "N", "H", "H", "H", "H", "H", "C", "S", "C", "H", "H", "H", "H", "H", "H"], "xyz": [[0.46080, -2.60262, -0.90933], [0.93728, -1.55658, -2.08603], [0.57124, -3.60901, -1.47531], [-0.61217, -2.53276, -0.64100], [1.29159, -2.63812, -0.20844], [0.21201, -1.66301, -2.87502], [0.89576, -0.68885, -1.62505], [0.86080, 1.68994, 0.98962], [-0.31497, 1.55787, 2.38573], [-1.67908, 1.60693, 1.20847], [0.60854, 2.71375, 0.66988], [0.85923, 1.17953, 0.01140], [1.76628, 1.86355, 1.39041], [-2.55501, 1.57175, 1.80142], [-1.73581, 2.54727, 0.59888], [-1.56649, 0.56036, 0.76436]]}



Taking the records one at a time from the top gives E_tot values of -15613.7916 -15613.0712 -15603.8350 eV.
Taking the records one at a time from the top gives energy relative to the best compared isomer or geometry (same formula, charge and spin) values of 92.5 162.1 287.3 kJ/mol.